#one
DFT (ωB97M-V with the def2-TZVPD basis set) results for a cluster of 8 separate species, C48H120N8O16 in total.

Properties
LUMO = 0.61 eV
Structure (SMILES) = COCCNCCOC.COCCNCCOC.COCCNCCOC.COCCNCCOC.COCCNCCOC.COCCNCCOC.COCCNCCOC.COCCNCCOC

Each line ends with the Löwdin charge.
Element x y z (Å)
C 8.0876 3.4156 -5.6043  -0.13
O 6.8667 2.7689 -5.7286  -0.21
C 6.8513 1.4536 -6.2482  -0.23
C 5.5449 1.2655 -7.0095  -0.22
N 4.4686 1.1620 -6.0480  -0.05
C 3.2120 0.9689 -6.7702  -0.20
C 1.9349 1.1837 -5.8740  -0.21
O 2.0150 2.4427 -5.2493  -0.16
C 0.9720 2.6245 -4.3438  -0.13
H 8.3449 3.6249 -6.6426  0.09
H 8.8727 2.9115 -5.0407  0.09
H 8.0214 4.4140 -5.1719  0.08
H 6.9429 0.7463 -5.4239  0.12
H 7.7196 1.3569 -6.9000  0.11
H 5.6804 0.3613 -7.6030  0.12
H 5.5372 2.1521 -7.6436  0.12
H 4.4183 1.9672 -5.4405  0.11
H 3.1636 -0.0792 -7.0657  0.11
H 3.1546 1.5741 -7.6749  0.11
H 1.9542 0.3271 -5.2003  0.10
H 1.1332 1.0384 -6.5981  0.12
H 0.6634 1.6861 -3.8831  0.06
H 0.0474 3.0425 -4.7418  0.08
H 1.2116 3.2650 -3.4950  0.09
C 5.3620 3.1908 2.8455  -0.14
O 5.5871 1.8650 3.1117  -0.22
C 6.6674 1.1997 2.4623  -0.18
C 8.1081 1.5055 3.0807  -0.14
N 9.1280 0.9017 2.1655  -0.08
C 10.4770 0.6340 2.6213  -0.23
C 11.2665 1.9027 2.8037  -0.21
O 11.3172 2.6580 1.5744  -0.17
C 12.1733 3.6986 1.6912  -0.18
H 4.5631 3.6397 3.4358  0.08
H 5.1171 3.3352 1.7932  0.09
H 6.2667 3.7352 3.1160  0.08
H 6.6037 1.4504 1.4034  0.11
H 6.4145 0.1394 2.4677  0.12
H 8.2224 1.2094 4.1235  0.12
H 8.2784 2.5794 3.0032  0.09
H 9.1038 1.2374 1.2133  0.11
H 10.9992 -0.0393 1.9416  0.12
H 10.4976 0.0216 3.5227  0.12
H 12.2452 1.4895 3.0475  0.12
H 10.7830 2.4927 3.5823  0.12
H 12.6174 4.0022 0.7432  0.09
H 13.0338 3.5203 2.3360  0.09
H 11.6223 4.5792 2.0213  0.09
C 1.8070 5.5474 4.3906  -0.07
O 1.0642 4.2778 4.5497  -0.21
C 0.9417 3.5403 3.3065  -0.20
C 0.1688 2.2644 3.6925  -0.17
N -0.3796 1.7388 2.4045  -0.07
C -1.4209 0.7522 2.5758  -0.18
C -2.6815 1.3154 3.3322  -0.21
O -2.6444 1.3284 4.7406  -0.19
C -3.9125 1.7017 5.2657  -0.09
H 1.2736 6.2582 3.7594  0.08
H 2.7636 5.2749 3.9448  0.06
H 1.8976 6.0711 5.3423  0.08
H 1.8549 3.1652 2.8446  0.10
H 0.3895 4.1617 2.6015  0.12
H -0.6207 2.4954 4.4076  0.11
H 0.7912 1.4976 4.1538  0.11
H 0.3342 1.3710 1.7918  0.06
H -0.9981 -0.1257 3.0642  0.10
H -1.5972 0.4702 1.5378  0.10
H -3.4360 0.6095 2.9851  0.09
H -3.0172 2.2563 2.8964  0.12
H -4.6456 1.0209 4.8331  0.07
H -4.1504 2.7167 4.9478  0.08
H -3.9647 1.7045 6.3545  0.09
C -4.9178 -5.2071 2.3940  -0.12
O -3.8139 -4.4176 1.9860  -0.22
C -2.6817 -5.2475 1.6493  -0.19
C -1.4563 -4.3544 1.3812  -0.20
N -0.7091 -4.0600 2.6202  -0.07
C 0.3675 -3.1294 2.2907  -0.18
C 1.0129 -2.6421 3.6648  -0.20
O 2.3796 -2.5419 3.3720  -0.21
C 3.1723 -2.1526 4.5215  -0.08
H -5.0990 -6.0579 1.7373  0.08
H -5.7757 -4.5383 2.4639  0.08
H -4.7082 -5.7353 3.3242  0.08
H -2.9163 -5.9809 0.8777  0.12
H -2.4713 -5.7554 2.5905  0.11
H -1.7669 -3.4153 0.9233  0.10
H -0.7772 -4.8831 0.7123  0.10
H -1.3733 -3.5951 3.2225  0.11
H -0.1017 -2.2746 1.8036  0.10
H 1.0985 -3.6333 1.6585  0.12
H 0.8376 -3.3809 4.4468  0.12
H 0.5298 -1.6935 3.8987  0.10
H 4.2033 -2.0699 4.1777  0.08
H 3.1983 -2.8883 5.3254  0.08
H 2.8132 -1.1844 4.8703  0.08
C 3.9655 -1.8955 -2.9554  -0.09
O 3.2438 -2.8153 -2.1397  -0.21
C 3.4882 -4.1005 -2.5394  -0.25
C 2.8050 -5.0961 -1.5398  -0.21
N 1.4179 -4.9801 -1.3041  -0.04
C 0.6312 -5.4413 -2.4578  -0.20
C -0.8804 -5.3957 -2.3491  -0.21
O -1.4632 -5.1174 -3.6280  -0.21
C -2.8827 -5.0418 -3.6792  -0.09
H 5.0290 -2.1131 -2.8575  0.09
H 3.8162 -0.8678 -2.6245  0.08
H 3.6934 -2.0461 -4.0002  0.09
H 4.5617 -4.2547 -2.4309  0.12
H 3.1862 -4.2868 -3.5700  0.12
H 3.3338 -4.8611 -0.6161  0.11
H 3.1225 -6.1295 -1.6796  0.12
H 1.1357 -4.0219 -1.1546  0.09
H 0.8039 -6.4807 -2.7369  0.12
H 0.8666 -4.9008 -3.3746  0.11
H -1.0485 -4.6249 -1.5970  0.10
H -1.3862 -6.3292 -2.1022  0.12
H -3.2394 -6.0195 -3.3552  0.08
H -3.2583 -4.8243 -4.6790  0.09
H -3.2513 -4.3985 -2.8801  0.07
C 2.9440 0.6060 1.8125  -0.06
O 1.8322 0.6168 0.9158  -0.22
C 2.1381 0.3232 -0.4159  -0.20
C 0.8665 -0.3927 -0.9474  -0.15
N 0.9521 -0.6102 -2.3874  -0.06
C -0.0605 -1.5007 -2.9278  -0.18
C -1.4665 -1.1684 -2.4480  -0.19
O -1.8480 -1.4132 -1.0840  -0.24
C -3.1647 -0.9284 -0.6974  -0.06
H 3.7399 1.2398 1.4216  0.08
H 3.2976 -0.3997 2.0397  0.09
H 2.7013 1.0425 2.7813  0.08
H 2.9999 -0.3386 -0.5024  0.11
H 2.5054 1.1820 -0.9777  0.12
H -0.0916 0.0821 -0.7356  0.12
H 0.9591 -1.3964 -0.5323  0.11
H 1.7636 -1.1766 -2.5893  0.05
H 0.1947 -2.5488 -2.7712  0.10
H -0.0637 -1.4202 -4.0148  0.12
H -2.1572 -1.8338 -2.9659  0.12
H -1.7092 -0.1347 -2.6943  0.10
H -3.8891 -1.2915 -1.4265  0.07
H -3.2057 0.1563 -0.5978  0.07
H -3.4076 -1.3659 0.2709  0.08
C -6.0446 -1.2904 2.8390  -0.12
O -6.0502 0.0928 2.5964  -0.22
C -6.5703 0.5050 1.3290  -0.16
C -6.5166 2.0605 1.2597  -0.25
N -7.4156 2.6488 2.1253  -0.07
C -7.1226 4.1050 2.3715  -0.15
C -8.1366 4.6984 3.4113  -0.21
O -7.6860 4.5353 4.7244  -0.20
C -8.5756 4.9486 5.7061  -0.13
H -5.7145 -1.4333 3.8679  0.09
H -5.3932 -1.8557 2.1726  0.07
H -7.0227 -1.7692 2.7912  0.08
H -7.5713 0.0855 1.2277  0.12
H -5.8467 0.1283 0.6061  0.11
H -6.7294 2.4551 0.2662  0.12
H -5.4940 2.3787 1.4622  0.11
H -7.4665 2.2935 3.0694  0.11
H -7.2542 4.6528 1.4384  0.11
H -6.0552 4.2691 2.5189  0.11
H -9.0983 4.1862 3.3807  0.12
H -8.3424 5.7530 3.2285  0.11
H -8.7718 6.0207 5.7198  0.09
H -8.1382 4.6972 6.6723  0.09
H -9.4873 4.3627 5.5895  0.09
C -6.0943 -3.7532 -0.9872  -0.09
O -6.3033 -2.6993 -1.9262  -0.24
C -7.6620 -2.2508 -2.0911  -0.17
C -7.6102 -1.0605 -3.1343  -0.20
N -6.7510 0.0172 -2.6766  -0.06
C -6.6649 1.0744 -3.7201  -0.20
C -5.6156 2.0760 -3.3188  -0.21
O -4.3474 1.4303 -3.0028  -0.19
C -3.4085 2.3682 -2.4180  -0.10
H -5.9804 -3.3102 0.0022  0.07
H -5.1973 -4.3139 -1.2499  0.08
H -6.9279 -4.4555 -0.9846  0.09
H -7.9523 -1.8880 -1.1051  0.11
H -8.2492 -3.0984 -2.4444  0.11
H -8.5885 -0.6323 -3.3529  0.12
H -7.1394 -1.4739 -4.0262  0.11
H -5.8479 -0.4321 -2.7291  0.08
H -7.5949 1.5637 -4.0095  0.12
H -6.3803 0.5164 -4.6122  0.11
H -6.0137 2.5660 -2.4304  0.11
H -5.5232 2.9070 -4.0181  0.12
H -3.6989 2.7798 -1.4514  0.08
H -3.1242 3.2433 -3.0023  0.08
H -2.4770 1.8142 -2.3014  0.06

---

#two
DFT (ωB97M-V with the def2-TZVPD basis set) results for a cluster of 8 separate species, C48H120N8O16 in total.

Properties
LUMO = 0.62 eV
Structure (SMILES) = COCCNCCOC.COCCNCCOC.COCCNCCOC.COCCNCCOC.COCCNCCOC.COCCNCCOC.COCCNCCOC.COCCNCCOC

Each line ends with the Löwdin charge.
Element x y z (Å)
C -15.5756 9.6246 3.3742  -0.06
O -16.3282 10.8821 3.6632  -0.20
C -16.8450 10.9163 4.9636  -0.25
C -16.4146 12.2888 5.5316  -0.21
N -17.4016 13.3525 5.3036  -0.04
C -18.6888 13.0726 5.9537  -0.21
C -19.5777 14.2723 5.6981  -0.24
O -20.8965 14.1091 6.2423  -0.18
C -21.6895 15.2637 6.2147  -0.13
H -16.2289 8.9270 2.8502  0.08
H -14.9397 9.1863 4.1433  0.08
H -14.8641 9.8487 2.5794  0.07
H -16.5759 10.1229 5.6608  0.12
H -17.9090 10.8753 4.7304  0.11
H -15.3826 12.4410 5.2154  0.12
H -16.1414 12.0516 6.5598  0.10
H -17.4180 13.3578 4.2938  0.11
H -18.7277 12.9709 7.0383  0.13
H -19.2756 12.2524 5.5401  0.11
H -19.6404 14.5571 4.6478  0.12
H -19.0070 15.0958 6.1273  0.12
H -22.4246 15.2759 5.4099  0.08
H -21.0970 16.1458 5.9717  0.08
H -22.2306 15.4076 7.1499  0.09
C -23.6033 9.0582 -15.6094  -0.13
O -24.5582 8.6612 -14.6947  -0.21
C -25.4274 9.6851 -14.1758  -0.22
C -26.2034 9.0975 -13.0421  -0.19
N -27.5126 8.5007 -13.4902  -0.05
C -27.3546 7.1055 -13.7585  -0.26
C -28.5491 6.4720 -14.4332  -0.22
O -29.6839 6.4735 -13.5097  -0.16
C -30.8367 6.8797 -14.2749  -0.12
H -22.9670 9.6349 -14.9381  0.09
H -24.0019 9.6543 -16.4303  0.09
H -23.0669 8.1688 -15.9400  0.09
H -26.0577 10.1680 -14.9226  0.12
H -24.8892 10.5666 -13.8273  0.11
H -26.5356 9.9458 -12.4437  0.12
H -25.5926 8.3771 -12.4979  0.12
H -28.1199 8.5811 -12.6872  0.10
H -27.2479 6.4788 -12.8731  0.12
H -26.4471 6.9421 -14.3398  0.12
H -28.1801 5.4594 -14.5960  0.11
H -28.6742 6.7898 -15.4683  0.12
H -31.4194 5.9735 -14.4400  0.08
H -30.7091 7.5309 -15.1396  0.08
H -31.4699 7.5745 -13.7231  0.07
C -37.7163 12.6204 -17.0371  -0.08
O -38.8261 12.5423 -17.9917  -0.23
C -39.0864 13.6710 -18.8764  -0.19
C -40.2745 13.2885 -19.7740  -0.19
N -40.1135 11.9448 -20.3588  -0.09
C -41.0323 11.2347 -21.2539  -0.18
C -40.4536 11.2887 -22.7279  -0.17
O -41.3590 10.7167 -23.7047  -0.22
C -42.2765 11.5787 -24.3474  -0.12
H -37.8589 13.5145 -16.4302  0.07
H -36.7840 12.7687 -17.5821  0.08
H -37.6894 11.8348 -16.2820  0.08
H -38.2455 13.9158 -19.5252  0.11
H -39.2982 14.4931 -18.1927  0.12
H -40.2516 14.0022 -20.5976  0.11
H -41.1822 13.3287 -19.1720  0.11
H -39.9047 11.2313 -19.6751  0.09
H -42.0163 11.6897 -21.1413  0.11
H -41.1496 10.2036 -20.9206  0.12
H -39.5833 10.6401 -22.8274  0.11
H -40.0810 12.2720 -23.0151  0.11
H -42.9490 12.0399 -23.6240  0.08
H -42.8593 10.9880 -25.0542  0.08
H -41.7660 12.3434 -24.9329  0.08
C -40.6721 22.6188 -16.0733  -0.12
O -40.9769 21.8216 -14.9221  -0.22
C -42.1905 20.9860 -14.9347  -0.16
C -42.4931 20.1600 -13.6345  -0.21
N -41.6052 19.0447 -13.3418  -0.06
C -41.7002 18.7750 -11.9247  -0.22
C -40.6247 17.6783 -11.5881  -0.20
O -40.9204 17.1676 -10.2837  -0.17
C -39.9519 16.2458 -9.9185  -0.16
H -39.8262 23.2930 -15.9391  0.08
H -41.4797 23.2984 -16.3454  0.07
H -40.5486 22.0908 -17.0189  0.08
H -42.1565 20.3373 -15.8099  0.11
H -42.9495 21.7588 -15.0557  0.11
H -43.5290 19.8224 -13.6006  0.12
H -42.3641 20.9042 -12.8486  0.11
H -40.6982 19.4475 -13.5296  0.11
H -42.6247 18.2942 -11.6049  0.12
H -41.6711 19.6201 -11.2369  0.11
H -39.6481 18.0851 -11.8503  0.12
H -40.7791 16.8417 -12.2695  0.12
H -39.9938 15.9854 -8.8608  0.09
H -38.9014 16.5223 -10.0087  0.08
H -39.9991 15.3412 -10.5248  0.09
C -35.4360 22.9202 -8.2427  -0.11
O -34.6289 22.0562 -7.4022  -0.19
C -34.2653 20.8068 -8.0452  -0.21
C -33.2787 20.0507 -7.1549  -0.20
N -31.9171 20.4312 -7.5838  -0.06
C -30.7684 19.9390 -6.7079  -0.19
C -29.4606 20.0771 -7.3961  -0.27
O -29.1764 21.4590 -7.4765  -0.22
C -28.1346 21.8197 -8.5017  -0.04
H -36.4867 22.6407 -8.1643  0.08
H -35.3821 22.9779 -9.3299  0.08
H -35.3155 23.9678 -7.9667  0.08
H -33.9453 20.9019 -9.0828  0.12
H -35.2214 20.2852 -8.0890  0.11
H -33.3770 18.9654 -7.1766  0.11
H -33.4194 20.2853 -6.0998  0.11
H -31.7911 21.4193 -7.7507  0.10
H -30.9494 18.8929 -6.4609  0.11
H -30.8094 20.3994 -5.7207  0.11
H -29.5678 19.6093 -8.3748  0.12
H -28.5734 19.6361 -6.9417  0.12
H -28.0798 22.9065 -8.4388  0.08
H -28.5706 21.4434 -9.4271  0.08
H -27.1566 21.4072 -8.2537  0.08
C -2.5544 8.6361 -8.6159  -0.10
O -3.4872 9.5811 -8.0412  -0.22
C -3.2886 9.7275 -6.6138  -0.22
C -3.7946 11.0533 -5.9895  -0.16
N -5.1523 10.8582 -5.3478  -0.07
C -6.1883 10.4484 -6.3151  -0.24
C -7.6194 10.5571 -5.8818  -0.17
O -7.7972 12.0171 -5.6773  -0.21
C -9.1834 12.2813 -5.4445  -0.12
H -1.6387 9.2010 -8.7906  0.08
H -2.7442 8.1898 -9.5920  0.08
H -2.4646 7.7540 -7.9820  0.08
H -2.2073 9.7695 -6.4834  0.11
H -3.7150 8.8460 -6.1349  0.12
H -3.9008 11.7121 -6.8514  0.11
H -3.1851 11.4263 -5.1663  0.11
H -5.3940 11.7674 -4.9805  0.09
H -5.8564 9.4503 -6.6009  0.11
H -6.0564 10.8828 -7.3061  0.12
H -7.8584 9.9916 -4.9811  0.13
H -8.1324 10.3815 -6.8273  0.12
H -9.3937 13.3236 -5.2047  0.09
H -9.5949 11.5954 -4.7041  0.08
H -9.7956 11.9512 -6.2838  0.08
C -16.0891 27.9201 6.9703  -0.08
O -16.4880 27.1416 5.7896  -0.22
C -16.3279 25.6874 5.7594  -0.21
C -16.8136 25.0905 4.4528  -0.18
N -18.2103 24.5685 4.6842  -0.07
C -18.8373 24.2121 3.3749  -0.21
C -18.6411 22.7647 2.8900  -0.22
O -19.5257 22.3134 1.8370  -0.21
C -19.6500 20.8546 1.6785  -0.08
H -16.0533 28.8705 6.4377  0.08
H -15.2116 27.6650 7.5645  0.08
H -16.9595 27.9887 7.6228  0.07
H -16.8722 25.3051 6.6229  0.12
H -15.2881 25.3903 5.8957  0.11
H -16.2212 24.2559 4.0776  0.12
H -16.9696 25.8936 3.7326  0.11
H -18.7658 25.3458 5.0118  0.09
H -18.6163 24.9220 2.5778  0.11
H -19.8845 24.4622 3.5455  0.11
H -18.6288 22.1206 3.7693  0.11
H -17.6699 22.5399 2.4491  0.11
H -20.4033 20.4652 2.3633  0.08
H -18.6879 20.3837 1.8804  0.08
H -20.0585 20.6161 0.6965  0.08
C -29.3192 13.3370 -8.0622  -0.09
O -28.6630 12.1845 -7.4812  -0.22
C -28.6459 12.2162 -6.0313  -0.21
C -27.2041 11.8955 -5.7002  -0.26
N -26.3721 13.0162 -6.0279  -0.06
C -24.8815 12.6504 -5.8722  -0.17
C -24.3177 12.4385 -4.4894  -0.21
O -22.8800 12.2894 -4.7003  -0.21
C -22.0310 12.1870 -3.4863  -0.07
H -29.2562 13.2353 -9.1456  0.08
H -28.9013 14.2940 -7.7499  0.08
H -30.3324 13.1693 -7.6969  0.09
H -29.3029 11.4260 -5.6680  0.12
H -28.9768 13.1186 -5.5171  0.12
H -26.9059 11.0708 -6.3476  0.12
H -27.0701 11.6473 -4.6473  0.12
H -26.6697 13.1921 -6.9769  0.09
H -24.3411 13.4158 -6.4293  0.12
H -24.7825 11.7724 -6.5105  0.11
H -24.7408 11.6392 -3.8810  0.11
H -24.5010 13.3216 -3.8773  0.12
H -22.3657 12.7029 -2.5864  0.08
H -20.9724 12.3769 -3.6636  0.08
H -22.0632 11.1284 -3.2286  0.07

---

#three
DFT (ωB97M-V with the def2-TZVPD basis set) results for a structure of composition C48H120N8O16.

Properties
LUMO = 0.65 eV

Each line ends with the Löwdin charge.
Element x y z (Å)
C -0.8687 -5.4044 -2.3275  -0.09
O 0.2378 -4.8972 -3.0591  -0.18
C 0.6420 -3.6312 -2.5952  -0.24
C 1.6410 -2.9993 -3.5584  -0.19
N 1.9621 -1.6768 -3.0724  -0.06
C 3.0252 -1.0028 -3.8145  -0.17
C 3.0542 0.4437 -3.3229  -0.21
O 1.7931 1.0261 -3.5056  -0.20
C 1.6095 2.2399 -2.8154  -0.11
H -0.5721 -5.6386 -1.2971  0.08
H -1.2066 -6.2752 -2.8821  0.09
H -1.6322 -4.6214 -2.2500  0.08
H 1.1848 -3.7607 -1.6493  0.12
H -0.1428 -2.8829 -2.4482  0.10
H 1.0956 -2.9111 -4.5097  0.11
H 2.5577 -3.5871 -3.5631  0.13
H 1.2006 -1.0131 -3.0000  0.09
H 2.7556 -1.0813 -4.8765  0.12
H 4.0034 -1.4442 -3.6203  0.12
H 3.8843 1.0024 -3.7709  0.13
H 3.2637 0.4199 -2.2445  0.08
H 0.5492 2.4065 -2.6077  0.04
H 1.8721 3.0948 -3.4495  0.11
H 2.1585 2.3041 -1.8723  0.09
C 3.4804 -9.0102 6.8760  -0.11
O 3.1546 -8.7757 5.5276  -0.20
C 3.6494 -7.5490 5.0338  -0.23
C 3.5815 -7.6581 3.4837  -0.20
N 2.2642 -7.9612 2.9391  -0.05
C 1.2306 -7.0853 3.4813  -0.22
C 0.0112 -7.0758 2.5732  -0.25
O -0.9744 -6.1932 3.0241  -0.18
C -2.1995 -6.3760 2.3631  -0.12
H 3.1637 -10.0110 7.1631  0.09
H 2.9211 -8.3065 7.5065  0.09
H 4.5439 -8.8944 7.1052  0.09
H 4.6929 -7.3976 5.3251  0.12
H 3.0374 -6.7123 5.3849  0.11
H 4.2583 -8.4712 3.2194  0.12
H 4.0320 -6.7461 3.0859  0.11
H 2.0800 -8.9130 3.2351  0.11
H 1.6130 -6.0733 3.6473  0.11
H 0.9516 -7.3986 4.4948  0.12
H -0.3450 -8.1178 2.6127  0.12
H 0.2874 -6.9069 1.5256  0.12
H -2.0503 -6.1392 1.3021  0.08
H -3.0210 -5.8145 2.8005  0.09
H -2.5236 -7.4251 2.4076  0.09
C 1.9751 -3.3445 1.9583  -0.11
O 2.3775 -2.0807 1.4929  -0.25
C 3.4878 -2.1192 0.6112  -0.19
C 3.5968 -0.7672 -0.0740  -0.21
N 3.9162 0.2496 0.9191  -0.03
C 3.8358 1.6071 0.4362  -0.21
C 4.3312 2.5484 1.5242  -0.15
O 3.7346 3.8144 1.2838  -0.30
C 4.3743 4.9083 1.9138  -0.09
H 1.0476 -3.2718 2.5284  0.09
H 2.6991 -3.6691 2.7203  0.09
H 1.8850 -4.0577 1.1342  0.09
H 3.2744 -2.8630 -0.1672  0.12
H 4.3758 -2.3762 1.1963  0.13
H 2.6860 -0.6319 -0.6755  0.08
H 4.3796 -0.7704 -0.8410  0.12
H 3.2549 0.0940 1.6758  0.10
H 2.8096 1.9080 0.1825  0.09
H 4.4447 1.7460 -0.4620  0.13
H 5.4144 2.6674 1.6329  0.14
H 3.9902 2.1661 2.4970  0.11
H 3.8247 5.8053 1.6414  0.11
H 5.4253 4.9080 1.6096  0.13
H 4.3104 4.8088 3.0042  0.12
C -2.9691 7.1439 5.9959  -0.13
O -2.5197 6.2122 5.0536  -0.20
C -1.2733 5.6031 5.3305  -0.21
C -1.0937 4.5798 4.2300  -0.20
N 0.1364 3.8112 4.4024  -0.05
C 0.3724 3.0003 3.2117  -0.20
C 1.4900 1.9946 3.4737  -0.23
O 1.1056 1.0328 4.4266  -0.16
C 0.5506 -0.1248 3.8183  -0.08
H -3.1120 6.6758 6.9779  0.09
H -3.9504 7.5229 5.7133  0.08
H -2.2969 7.9983 6.1248  0.09
H -1.2072 5.1604 6.3278  0.13
H -0.4939 6.3680 5.2414  0.12
H -1.1408 5.0093 3.2306  0.12
H -1.9332 3.8695 4.2772  0.10
H 0.1216 3.1949 5.2056  0.11
H 0.5889 3.6859 2.3921  0.10
H -0.5104 2.3888 2.9663  0.10
H 2.3666 2.5378 3.8384  0.12
H 1.8288 1.6248 2.4975  0.10
H 1.2886 -0.7394 3.2922  0.07
H -0.2325 0.1193 3.0955  0.07
H 0.1476 -0.7125 4.6410  0.10
C -0.1973 -4.6585 -6.8800  -0.10
O -0.6688 -3.6372 -7.7224  -0.19
C 0.3033 -3.1326 -8.5949  -0.24
C -0.2480 -1.8251 -9.2294  -0.19
N -0.7501 -0.9057 -8.2097  -0.06
C 0.2748 -0.2711 -7.3875  -0.21
C -0.2847 0.3001 -6.1071  -0.21
O -0.6647 -0.7798 -5.2531  -0.19
C -1.3696 -0.3173 -4.1289  -0.11
H -0.9576 -4.8899 -6.1363  0.09
H 0.7212 -4.3797 -6.3565  0.08
H 0.0053 -5.5757 -7.4485  0.09
H 0.3418 -3.8390 -9.4432  0.12
H 1.3272 -3.0606 -8.2178  0.11
H -1.0659 -2.1231 -9.8861  0.11
H 0.4877 -1.3173 -9.8556  0.12
H -1.2423 -1.5308 -7.5721  0.09
H 0.7945 0.5211 -7.9315  0.12
H 1.0387 -1.0142 -7.1097  0.11
H -1.2101 0.8385 -6.3406  0.12
H 0.4796 0.9017 -5.6106  0.11
H -1.5511 -1.1385 -3.4375  0.08
H -2.3412 0.1366 -4.3658  0.09
H -0.7972 0.4747 -3.6280  0.07
C -5.3412 4.4280 3.6737  -0.10
O -6.1481 3.2622 3.6637  -0.20
C -5.7562 2.3343 4.6656  -0.21
C -4.4019 1.6958 4.3391  -0.22
N -4.4322 1.1140 3.0091  -0.04
C -3.1408 0.6827 2.4997  -0.17
C -3.2838 0.2106 1.0661  -0.21
O -3.6501 1.2997 0.2311  -0.16
C -3.5055 0.9571 -1.1200  -0.11
H -5.7544 5.0900 2.9159  0.09
H -4.3291 4.1319 3.3880  0.07
H -5.3219 4.9472 4.6347  0.09
H -6.5201 1.5639 4.7437  0.12
H -5.6991 2.8425 5.6335  0.12
H -4.1860 0.9700 5.1296  0.12
H -3.5787 2.4217 4.4307  0.09
H -4.8593 1.8068 2.4053  0.11
H -2.6872 -0.1453 3.0442  0.12
H -2.4878 1.5679 2.4889  0.11
H -4.0014 -0.6108 0.9780  0.11
H -2.3140 -0.1759 0.7275  0.06
H -2.4589 0.7429 -1.3695  0.06
H -3.9539 1.6995 -1.7757  0.09
H -4.0363 0.0212 -1.3557  0.10
C -3.3458 -2.8423 0.8417  -0.08
O -2.1476 -2.0972 0.9972  -0.22
C -1.2345 -2.3054 -0.0403  -0.22
C -0.1421 -1.2167 -0.0372  -0.17
N -0.7574 0.0081 -0.5169  -0.04
C 0.1950 1.0815 -0.7060  -0.17
C -0.5241 2.3860 -1.0131  -0.26
O -1.3396 2.7178 0.0758  -0.12
C -2.1980 3.7998 -0.1660  -0.15
H -3.6240 -2.8497 -0.2167  0.10
H -4.1515 -2.3893 1.4130  0.09
H -3.1623 -3.8722 1.1565  0.07
H -1.6817 -2.2030 -1.0356  0.11
H -0.6908 -3.2561 0.0516  0.11
H 0.6502 -1.5350 -0.7182  0.09
H 0.2678 -1.1677 0.9771  0.11
H -1.5776 0.1940 0.0450  0.02
H 0.8476 0.8160 -1.5456  0.08
H 0.9069 1.2246 0.1208  0.11
H -1.0768 2.3319 -1.9597  0.10
H 0.2145 3.1789 -1.1886  0.08
H -2.8651 3.9022 0.6899  0.10
H -2.8391 3.6465 -1.0431  0.07
H -1.6495 4.7383 -0.3078  0.01
C 3.5075 4.7523 -0.2009  -0.19
O 2.3673 5.2908 -0.8344  -0.14
C 1.2742 5.3388 0.0613  -0.20
C 0.0626 5.8972 -0.6484  -0.16
N -0.6791 4.9341 -1.4501  -0.16
C -1.9397 5.4629 -1.9567  -0.20
C -2.4034 4.5057 -3.0397  -0.21
O -1.5064 4.5174 -4.1410  -0.19
C -1.7685 3.4597 -5.0297  -0.10
H 3.3231 3.7277 0.1350  0.01
H 3.7370 5.3037 0.7204  -0.02
H 4.4031 4.8356 -0.8091  0.13
H 1.4916 5.9449 0.9463  0.13
H 1.0446 4.2992 0.3335  0.11
H 0.3122 6.8773 -1.0795  0.13
H -0.6650 6.1649 0.1313  0.13
H -0.1375 4.6781 -2.2731  0.13
H -1.8687 6.4525 -2.4313  0.14
H -2.6832 5.5317 -1.1603  0.12
H -3.4098 4.7201 -3.4123  0.14
H -2.3662 3.4874 -2.6286  0.08
H -1.0531 3.4916 -5.8528  0.09
H -2.7504 3.5140 -5.5111  0.10
H -1.5668 2.5525 -4.4489  0.07

---

Least stable: #three